1.
The following is a quantum chemistry calculation of a cluster of 11 separate species, C32H91N5O11 in total in a non-equilibrium geometry, from OMol25.

Each line ends with the Löwdin charge.
Geometry (Å):
C  11.85152  17.86020  7.38336  -0.044
O  11.64308  16.40465  7.38837  -0.231
C  12.81464  15.65380  7.10410  -0.227
C  12.37894  14.27208  6.63704  -0.424
C  13.62251  13.41434  6.72840  -0.061
N  11.72964  14.39250  5.25240  0.051
H  12.10944  18.22258  6.36683  0.100
H  12.73217  18.00342  8.01090  0.075
H  10.96273  18.31501  7.75590  0.052
H  13.29193  16.15477  6.22234  0.144
H  13.44385  15.59877  7.97963  0.098
H  11.65243  13.84620  7.35552  0.121
H  14.41704  13.97622  6.23952  0.080
H  13.50225  12.42981  6.27584  0.078
H  13.81721  13.38257  7.84596  0.085
H  11.43461  13.47199  4.95533  0.055
H  10.90580  15.00198  5.29924  0.051
C  7.83271  14.49778  12.63375  -0.088
O  8.89457  13.60694  12.97128  -0.218
C  9.11127  13.47443  14.36488  -0.219
C  10.36373  12.69303  14.64004  -0.447
C  10.27610  11.26751  14.24295  -0.072
N  10.46386  12.70129  16.14193  0.049
H  6.84234  14.18098  12.95206  0.086
H  7.79762  14.61958  11.54589  0.078
H  8.04728  15.50445  13.02607  0.088
H  9.14941  14.40266  14.91550  0.118
H  8.28201  12.88583  14.81837  0.138
H  11.21843  13.17430  14.18052  0.114
H  10.11288  11.09972  13.16751  0.090
H  9.45670  10.82032  14.81484  0.089
H  11.14397  10.71968  14.58937  0.073
H  11.05024  11.91428  16.39845  0.064
H  10.79498  13.58541  16.52231  0.059
C  13.27144  20.38751  12.29506  -0.087
O  12.48812  19.69730  11.35753  -0.192
C  11.28940  19.15334  11.88366  -0.190
C  10.41394  18.80510  10.67632  -0.467
C  9.83316  20.09346  10.13985  -0.051
N  9.47540  17.75685  10.94347  0.063
H  14.12404  20.82471  11.76057  0.085
H  13.68299  19.76202  13.05900  0.066
H  12.65424  21.14376  12.69870  0.080
H  11.50702  18.25972  12.50241  0.099
H  10.64807  19.82738  12.44125  0.125
H  11.07946  18.47335  9.87566  0.100
H  10.64255  20.71873  9.76482  0.085
H  9.29934  20.59424  10.93248  0.075
H  9.13551  19.87448  9.33440  0.069
H  9.11974  17.95034  11.89554  0.095
H  8.67614  17.73661  10.30768  0.072
C  13.85840  10.21059  11.05608  -0.138
O  15.22337  10.06915  10.95234  -0.189
C  15.70390  9.03934  11.77683  -0.240
C  17.21456  8.84651  11.55382  -0.422
C  17.42045  8.47602  10.06674  -0.047
N  17.57986  7.75503  12.49008  0.023
H  13.53608  10.68422  10.12159  0.085
H  13.48412  10.88731  11.85145  0.088
H  13.40270  9.20968  11.16705  0.095
H  15.52864  9.24279  12.85723  0.132
H  15.24186  8.05638  11.62186  0.122
H  17.76564  9.76980  11.82391  0.127
H  16.77642  7.63442  9.84671  0.080
H  18.44359  8.21219  9.92834  0.058
H  17.20328  9.27479  9.36023  0.078
H  17.72943  8.21307  13.39401  0.075
H  18.51970  7.43078  12.22595  0.074
C  15.10362  17.03196  10.06341  -0.073
O  14.51718  15.86478  10.64463  -0.222
C  13.16387  16.18114  11.09416  -0.121
C  12.45879  14.82990  11.52937  -0.361
C  12.47338  13.87372  10.35889  -0.055
N  11.10092  15.20318  12.04192  0.064
H  14.88322  17.83905  10.75111  0.076
H  14.78089  17.17332  9.07677  0.065
H  16.14314  16.82866  10.12286  0.062
H  13.09492  16.89623  11.95418  0.109
H  12.52723  16.53722  10.26433  0.123
H  12.99389  14.37501  12.34008  0.120
H  13.50395  13.57429  10.21048  0.059
H  11.95311  14.23802  9.47225  0.063
H  11.91846  12.93269  10.59505  0.091
H  10.56767  15.80013  11.35838  0.077
H  10.51550  14.39296  12.24721  0.052
C  16.39848  18.26318  13.20647  -0.059
C  15.95238  17.48119  14.46035  -0.332
O  16.53117  16.22298  14.49781  -0.083
H  16.06923  17.71975  12.30724  0.045
H  17.49519  18.26336  13.17732  0.074
H  16.01542  19.28952  13.30373  0.071
H  14.86368  17.36992  14.43602  0.071
H  16.19813  18.00068  15.40983  0.124
H  16.35008  15.69564  13.69391  0.050
C  14.91303  21.07714  8.92297  -0.084
C  16.37106  20.69478  9.25785  -0.292
O  16.53211  19.32501  8.89085  -0.102
H  14.78784  21.12903  7.83136  0.075
H  14.67072  22.11137  9.26600  0.083
H  14.21282  20.41875  9.40786  0.039
H  16.53876  20.75061  10.32144  0.097
H  16.98817  21.39370  8.71686  0.102
H  17.45734  19.06973  8.97200  0.022
C  12.72779  15.79841  15.68181  -0.065
C  12.21900  17.01688  14.83248  -0.339
O  10.94785  16.72938  14.38473  -0.117
H  12.74958  14.88374  15.08268  0.056
H  12.08104  15.62962  16.53064  0.054
H  13.74936  15.86105  16.10365  0.072
H  12.88620  17.12680  13.95386  0.066
H  12.28171  17.94387  15.41355  0.117
H  10.98840  16.10161  13.64569  0.016
C  20.15183  17.23920  11.26764  -0.052
C  18.88357  17.47531  10.35846  -0.272
O  19.00406  18.73834  9.70990  -0.105
H  21.04493  17.20511  10.64271  0.069
H  20.07044  16.28752  11.78126  0.062
H  20.21537  18.00774  12.01896  0.065
H  17.93960  17.48808  10.91570  0.081
H  18.79145  16.69848  9.60257  0.112
H  19.68147  18.64220  9.00465  0.121
C  17.77203  13.06575  11.11418  -0.063
C  16.44361  13.14664  11.86472  -0.260
O  16.25928  14.53764  12.19590  -0.122
H  18.11420  12.05880  10.95166  0.047
H  18.53925  13.62321  11.66661  0.076
H  17.65363  13.52232  10.13303  0.073
H  16.36608  12.58653  12.79189  0.113
H  15.62166  12.83195  11.23999  0.089
H  15.49006  14.90328  11.72676  0.040
C  8.40616  14.98716  8.14330  -0.072
C  8.45630  16.10877  7.09562  -0.275
O  8.47780  17.42874  7.71773  -0.115
H  8.34442  14.02318  7.62563  0.081
H  7.54132  15.10479  8.76516  0.053
H  9.26187  15.05291  8.82254  0.064
H  7.66424  16.11516  6.33592  0.114
H  9.47156  16.00136  6.67480  0.073
H  8.50718  18.10241  7.02615  0.080

Computed properties:
SMILES string	COC[C@H](C)N.COC[C@H](C)N.COC[C@H](C)N.COC[C@H](C)N.COC[C@H](C)N.CCO.CCO.CCO.CCO.CCO.CCO

***

2.
The following is a quantum chemistry calculation of an isolated molecule of C20H26N6O3S in a non-equilibrium geometry, from OMol25.

Each line ends with the Löwdin charge.
Geometry (Å):
O  -2.73871  -1.48104  1.85038  0.106
C  -1.82110  -1.83388  2.44430  -0.540
N  -1.61468  -1.74301  3.71887  0.114
C  -2.67302  -0.83649  4.55964  -0.058
C  -1.70536  0.16646  5.53594  0.061
C  -2.34744  -0.45923  6.91707  -0.101
C  -1.41019  -1.80304  7.18405  -0.131
C  -2.14585  -2.67829  6.35523  -0.158
C  -3.32741  -1.96065  5.42149  -0.230
C  -3.75739  -1.07437  6.39377  -0.175
C  -0.49828  -2.50512  1.56184  -0.227
C  -0.76628  -3.06561  0.24631  -0.111
C  -1.54572  -2.10587  -0.93992  0.075
N  -0.33772  -1.03132  -0.88020  -0.257
S  0.97603  -1.23966  -1.81509  0.676
O  2.12813  -1.95905  -1.18940  -0.333
O  0.65203  -2.23901  -2.92206  -0.342
C  1.39378  0.20499  -2.57778  -0.351
C  0.31922  0.67114  -3.48223  0.052
C  0.48950  2.04418  -4.07903  0.098
C  1.83591  2.58115  -3.80451  -0.126
C  2.32057  3.87662  -4.35461  -0.329
N  1.45383  4.54754  -5.27507  0.060
N  1.84026  5.68106  -5.43958  -0.015
N  3.07870  5.60331  -5.19032  -0.030
N  3.22619  4.58098  -4.37540  0.091
C  2.78576  2.16104  -3.00873  -0.027
C  2.57421  0.88041  -2.44666  -0.008
C  -0.00589  -0.33672  0.45375  -0.159
C  0.51855  -1.27403  1.49454  -0.159
H  -0.71752  -1.89484  4.09009  0.102
H  -3.18954  -0.43431  3.87814  0.051
H  -2.36762  1.02932  5.23503  0.132
H  -0.86052  0.06774  5.30678  -0.032
H  -2.20560  0.11130  7.52833  -0.026
H  -0.53284  -1.60254  6.93960  0.033
H  -1.47105  -2.09712  8.14842  0.086
H  -1.35550  -3.22016  5.60085  0.135
H  -2.74482  -3.73440  6.81923  0.186
H  -3.82147  -2.54853  4.97067  0.041
H  -4.52895  -0.12056  6.23834  0.182
H  -4.12691  -1.65090  7.39627  0.161
H  0.03317  -3.30415  2.31747  0.179
H  -0.04429  -3.56037  -0.00178  0.005
H  -1.73815  -3.71101  0.56757  0.165
H  -1.54251  -2.47556  -1.77016  -0.017
H  -2.40666  -1.58688  -0.36828  0.136
H  -0.59581  0.24430  -3.69813  0.077
H  -0.11782  2.62606  -4.60153  0.041
H  3.65953  6.50326  -5.26723  0.197
H  3.58521  2.53636  -2.94479  0.012
H  3.34161  0.10593  -1.87680  0.181
H  0.97756  0.36306  -0.04082  0.180
H  -0.85115  0.18121  0.63713  0.070
H  0.71855  -0.73077  2.47767  0.131
H  1.33144  -1.90749  0.95119  0.125

Computed properties:
SMILES string	O=C(N[C@@H]1C[C@@H]2CC[C@H]1C2)C1CCN(S(=O)(=O)c2ccc(-c3nn[nH]n3)cc2)CC1

***

3.
The following is a quantum chemistry calculation of an isolated molecule of C17H15N3O2S2 in a non-equilibrium geometry, from OMol25.

Each line ends with the Löwdin charge.
Geometry (Å):
C  0.39110  4.29604  0.88021  0.007
C  1.55475  4.07214  0.29810  -0.263
C  2.22911  2.74795  0.30755  -0.456
S  2.22759  2.00376  -1.37420  0.909
C  0.60408  1.43862  -1.43858  -0.953
N  -0.25351  1.55212  -0.48033  -0.036
N  -1.40799  0.96614  -0.73168  0.045
C  -1.46309  0.37036  -1.87209  -0.609
N  -2.59621  -0.27641  -2.30802  0.129
C  -2.79125  -1.55442  -2.76435  -0.465
O  -3.91286  -1.93517  -3.00590  0.086
C  -1.60305  -2.48643  -2.98340  -0.104
O  -0.39464  -2.20252  -2.33515  -0.109
C  -0.36178  -2.05637  -0.97028  -0.287
C  -1.45560  -2.29712  -0.11859  -0.006
C  -1.34913  -2.02242  1.21627  -0.007
C  -0.16489  -1.49418  1.76607  -0.167
C  -0.05247  -1.14776  3.12827  -0.031
C  1.10769  -0.61931  3.62032  -0.082
C  2.21148  -0.42075  2.77462  -0.084
C  2.13868  -0.75492  1.45198  -0.046
C  0.95115  -1.29412  0.91215  -0.163
C  0.82815  -1.59797  -0.45287  0.019
S  -0.00057  0.56722  -2.84116  1.083
H  -0.07873  5.26403  0.85156  0.054
H  -0.13404  3.51403  1.40146  0.057
H  2.06960  4.85197  -0.24749  0.094
H  3.28735  2.83246  0.55523  0.077
H  1.73175  2.03533  0.96302  0.058
H  -3.46500  0.18160  -2.04745  0.167
H  -1.36085  -2.45909  -4.05248  0.148
H  -1.95937  -3.49984  -2.74881  0.146
H  -2.38239  -2.68299  -0.51600  0.117
H  -2.19347  -2.19506  1.86734  0.118
H  -0.90475  -1.30209  3.77430  0.112
H  1.18585  -0.34962  4.66326  0.101
H  3.11996  0.00002  3.18105  0.103
H  2.98407  -0.60448  0.79536  0.112
H  1.66329  -1.44075  -1.11926  0.126

Computed properties:
SMILES string	C=CCSc1nnc(NC(=O)COc2ccc3ccccc3c2)s1

***

4.
The following is a quantum chemistry calculation of a structure of composition C23H39AlN2O3 in a non-equilibrium geometry, from OMol25.

Each line ends with the Löwdin charge.
Geometry (Å):
C  6.51025  3.53335  2.51476  -0.150
O  7.14335  2.33044  1.95015  -0.284
C  6.19346  1.18283  1.92650  -0.218
C  7.07516  -0.13719  1.48347  -0.181
C  6.36770  -1.57717  1.93584  -0.214
C  5.18092  -2.06240  0.91419  -0.245
C  3.90722  -2.80697  1.62919  -0.291
C  3.28777  -1.76683  2.73475  -0.306
Al  1.25597  -1.87661  2.99488  0.185
N  0.94593  -1.59039  4.91233  -0.003
C  1.86980  -0.60874  5.29261  -0.248
O  2.44112  0.62274  5.40138  -0.115
C  0.47081  -0.17100  2.07118  -0.171
C  -0.14810  1.01739  3.01683  -0.090
C  -0.73641  2.40130  2.36327  -0.096
C  -0.70726  2.62532  0.73457  -0.122
C  -0.10669  1.40913  -0.19838  -0.125
C  0.50346  -0.00932  0.40972  -0.075
H  6.61914  3.50634  3.70052  0.102
H  7.08026  4.51531  2.16308  0.092
H  5.38114  3.68774  2.17639  0.105
H  5.44623  1.41229  1.03540  0.132
H  5.60650  1.03595  2.93032  0.135
H  7.28106  -0.08523  0.33272  0.112
H  8.10348  -0.05834  2.08047  0.116
H  7.23694  -2.38982  1.95391  0.106
H  6.03957  -1.43122  3.04971  0.100
H  5.62196  -2.83242  0.12186  0.104
H  4.76545  -1.12543  0.33259  0.108
H  4.28315  -3.76351  2.20761  0.107
H  3.08110  -3.07582  0.81337  0.097
H  3.57255  -0.67194  2.35529  0.068
H  3.84972  -1.89428  3.76848  0.057
H  0.59242  -3.21794  2.47013  -0.092
H  -0.18942  0.92421  4.19877  0.078
H  -1.13453  3.22825  3.09334  0.063
H  -1.12568  3.65639  0.31647  0.071
H  -0.09888  1.57351  -1.36739  0.065
H  0.93477  -0.84088  -0.30570  0.079
C  -5.60935  1.09741  -1.25614  -0.035
C  -4.24670  0.44058  -1.63227  -0.456
C  -3.53107  1.25482  -2.74742  -0.144
C  -4.14243  1.06897  -4.12959  -0.194
C  -4.21513  -0.41140  -4.48592  -0.144
C  -4.96431  -1.24912  -3.41600  -0.477
N  -4.46471  -0.99616  -2.01596  -0.025
O  -3.23375  -1.66275  -1.88119  -0.018
C  -6.48143  -0.94024  -3.51916  -0.060
C  -4.87719  -2.75889  -3.81562  -0.051
C  -3.39040  0.61215  -0.33020  -0.051
H  -5.74643  2.06584  -1.75172  0.084
H  -6.47642  0.48124  -1.48671  0.052
H  -5.69653  1.27597  -0.17800  0.077
H  -2.47329  0.96442  -2.80042  0.117
H  -3.53443  2.32657  -2.49782  0.123
H  -5.13388  1.52964  -4.17167  0.101
H  -3.52896  1.59189  -4.87242  0.112
H  -4.70449  -0.51887  -5.46294  0.120
H  -3.19320  -0.79254  -4.61620  0.123
H  -7.03785  -1.41724  -2.70583  0.088
H  -6.90092  -1.32242  -4.45807  0.082
H  -6.70637  0.12910  -3.51780  0.063
H  -3.84531  -3.11210  -3.92130  0.075
H  -5.35973  -2.93992  -4.78500  0.079
H  -5.38265  -3.39136  -3.07602  0.086
H  -3.80742  0.02743  0.49953  0.094
H  -3.37209  1.66411  -0.01621  0.078
H  -2.34493  0.31387  -0.46658  0.043

Computed properties:
spin multiplicity	2
net charge	-1

***

The records above yield energy relative to the best compared isomer or geometry (same formula, charge and spin) values of 19.1 554.1 23.1 260.2 kcal/mol, respectively.